No. 1
{"formula": "C28H48BF5NO20", "method": "ωB97M-V/def2-TZVPD", "elements": ["C", "C", "B", "C", "C", "C", "C", "C", "N", "C", "O", "F", "C", "O", "F", "C", "F", "F", "F", "H", "H", "H", "H", "H", "H", "H", "H", "H", "H", "H", "H", "C", "O", "C", "O", "O", "C", "H", "H", "H", "H", "H", "H", "C", "O", "C", "O", "O", "C", "H", "H", "H", "H", "H", "H", "C", "O", "C", "O", "O", "C", "H", "H", "H", "H", "H", "H", "C", "O", "C", "O", "O", "C", "H", "H", "H", "H", "H", "H", "C", "O", "C", "O", "O", "C", "H", "H", "H", "H", "H", "H", "C", "O", "C", "O", "O", "C", "H", "H", "H", "H", "H", "H"], "positions_angstrom": [[-6.510, 2.726, 1.096], [-5.979, 1.535, 0.515], [-5.243, 0.287, -0.332], [-5.921, -0.009, -1.797], [-7.402, 0.684, -2.044], [-8.659, -0.152, -1.390], [-9.203, 0.421, 0.044], [-9.848, 1.951, -0.120], [-3.760, 0.584, -0.342], [-3.363, 1.715, -1.257], [-2.065, 1.722, -1.672], [-4.227, 2.784, -1.800], [-3.200, 0.975, 1.004], [-2.936, 2.297, 1.201], [-2.832, 0.075, 2.120], [-5.436, -1.030, 0.693], [-5.694, -0.593, 2.117], [-4.270, -1.983, 0.602], [-6.635, -1.858, 0.349], [-7.102, 3.474, 1.815], [-6.083, -1.169, -2.035], [-5.266, 0.364, -2.725], [-7.427, 1.846, -1.825], [-7.571, 0.608, -3.226], [-8.418, -1.311, -1.398], [-9.563, -0.027, -2.159], [-10.138, -0.259, 0.341], [-8.454, 0.328, 0.939], [-11.026, 1.882, 0.066], [-9.746, 2.256, -1.266], [-9.385, 2.732, 0.617], [-1.164, -7.554, 4.056], [-2.354, -6.998, 3.498], [-2.218, -5.724, 3.052], [-1.198, -5.054, 3.093], [-3.415, -5.324, 2.552], [-3.422, -3.992, 2.042], [-1.388, -8.574, 4.380], [-0.370, -7.598, 3.304], [-0.842, -6.978, 4.929], [-2.718, -3.893, 1.210], [-3.190, -3.274, 2.835], [-4.428, -3.778, 1.669], [-5.628, -6.758, 4.742], [-5.451, -8.104, 4.302], [-5.829, -9.041, 5.208], [-6.286, -8.821, 6.319], [-5.609, -10.264, 4.664], [-5.963, -11.355, 5.512], [-5.294, -6.094, 3.940], [-6.684, -6.553, 4.942], [-5.018, -6.559, 5.629], [-7.033, -11.334, 5.742], [-5.367, -11.340, 6.430], [-5.745, -12.284, 4.976], [0.030, 1.482, 0.199], [1.289, 0.996, -0.263], [2.274, 1.929, -0.285], [2.161, 3.099, 0.048], [3.405, 1.336, -0.741], [4.534, 2.205, -0.817], [-0.682, 0.653, 0.175], [0.109, 1.838, 1.232], [-0.342, 2.275, -0.457], [4.793, 2.589, 0.174], [4.342, 3.027, -1.514], [5.382, 1.626, -1.194], [-0.333, 3.799, -3.145], [-1.111, 4.037, -4.317], [-1.624, 5.290, -4.401], [-1.473, 6.184, -3.582], [-2.335, 5.377, -5.553], [-2.938, 6.651, -5.776], [0.027, 2.767, -3.183], [0.535, 4.465, -3.116], [-0.945, 3.918, -2.245], [-2.174, 7.431, -5.852], [-3.654, 6.884, -4.981], [-3.480, 6.607, -6.725], [10.773, 4.006, -2.024], [10.370, 2.975, -2.924], [9.169, 2.415, -2.630], [8.446, 2.720, -1.695], [8.913, 1.459, -3.558], [7.672, 0.780, -3.373], [11.746, 4.381, -2.354], [10.059, 4.836, -2.044], [10.882, 3.611, -1.009], [6.834, 1.481, -3.447], [7.657, 0.257, -2.412], [7.571, 0.038, -4.170], [15.776, 1.929, -1.768], [16.051, 2.347, -0.433], [15.168, 3.250, 0.063], [14.201, 3.706, -0.528], [15.546, 3.558, 1.329], [14.701, 4.505, 1.980], [16.545, 1.208, -2.061], [14.801, 1.435, -1.825], [15.821, 2.779, -2.456], [13.683, 4.114, 2.073], [14.703, 5.458, 1.442], [15.097, 4.677, 2.985]], "atomic_forces_ev_per_a": [[2.868, -8.198, -3.017], [-4.589, 9.529, 4.286], [-2.272, -0.075, 1.061], [-0.969, -0.214, -2.295], [-0.108, -0.455, -1.471], [-0.399, 0.588, -0.582], [-1.327, -0.551, 0.126], [-0.569, -0.796, -0.592], [2.178, 2.877, 1.303], [7.592, 0.481, -2.454], [-9.497, 0.304, 2.260], [2.131, -3.848, 2.105], [1.988, 7.689, 1.158], [-1.411, -9.195, -0.882], [-1.589, 2.117, -4.210], [-1.334, -1.779, 1.103], [1.163, -2.196, -3.697], [-3.380, 2.628, 0.700], [3.392, 1.885, 1.345], [1.806, -2.131, -2.077], [0.474, 2.418, 0.696], [-1.109, -0.642, 2.088], [0.116, -2.542, -0.038], [0.330, 0.152, 2.437], [-0.370, 2.466, 0.336], [1.769, -0.216, 1.682], [2.046, 1.252, -0.590], [-1.216, 0.370, -2.004], [2.568, 0.231, -0.236], [0.013, -0.309, 2.606], [-0.793, -1.494, -1.650], [0.305, -0.170, 0.157], [-0.008, 0.738, -0.254], [0.180, 0.584, -0.195], [-1.412, -1.080, 0.003], [1.179, -0.872, 0.689], [-0.240, 0.611, -0.252], [-0.253, 0.234, -0.165], [-0.085, 0.172, 0.188], [0.050, 0.003, -0.262], [-0.065, 0.014, 0.280], [0.101, -0.135, -0.212], [0.316, -0.473, 0.277], [-0.062, 0.693, 0.050], [-0.329, -1.180, 0.744], [-0.086, 0.551, 0.188], [0.621, -0.437, -1.480], [-0.098, 0.784, 0.270], [-0.097, -0.320, 0.226], [0.030, -0.441, 0.035], [0.204, -0.126, 0.144], [-0.227, -0.101, -0.068], [0.227, 0.090, 0.106], [-0.235, 0.093, -0.083], [0.053, 0.355, -0.129], [-0.591, 0.355, 0.427], [1.425, 0.689, -0.172], [-0.648, 0.207, 0.230], [0.321, -1.584, -0.514], [-0.679, 0.262, 0.236], [0.335, 0.219, -0.032], [0.454, 0.067, -0.179], [0.057, 0.057, -0.219], [0.199, -0.195, 0.361], [-0.131, 0.074, -0.224], [-0.019, -0.036, 0.261], [-0.315, -0.097, 0.084], [0.405, -0.073, 0.640], [-0.610, 1.191, -0.435], [0.273, -0.046, 0.639], [-0.248, -1.159, -1.283], [0.446, -0.109, 0.619], [-0.186, 0.323, -0.044], [-0.295, 0.180, -0.210], [-0.228, 0.038, 0.022], [0.189, 0.065, -0.252], [-0.142, -0.101, 0.190], [0.261, 0.035, -0.054], [0.193, -0.285, 0.157], [0.217, 0.442, 0.345], [-0.968, -0.605, 0.043], [-0.240, 0.147, 0.351], [1.019, -0.457, -1.349], [0.389, 0.777, 0.622], [-0.467, -0.272, 0.045], [-0.199, -0.311, -0.111], [0.019, -0.239, 0.120], [-0.149, 0.119, -0.181], [0.161, -0.104, 0.169], [-0.062, 0.230, -0.103], [0.283, 0.252, 0.067], [-0.095, -0.182, -0.506], [-0.595, 0.735, 0.577], [-0.325, 0.140, -0.191], [1.362, -0.635, 0.831], [-0.136, -0.373, -1.034], [-0.310, 0.356, 0.273], [-0.037, 0.187, 0.342], [0.110, 0.246, -0.024], [-0.176, -0.131, 0.156], [0.154, 0.142, -0.167], [-0.132, -0.234, 0.006], [0.138, -0.239, -0.280]], "e_tot_ha": -3179.25230, "gap_ev": 7.647, "max_force_ev_per_a": 11.411, "charge": -1}

---

No. 2
{"formula": "C42H41BF6O3", "method": "ωB97M-V/def2-TZVPD", "elements": ["C", "C", "C", "C", "C", "C", "C", "C", "C", "C", "O", "C", "C", "C", "C", "C", "C", "C", "C", "C", "C", "H", "H", "H", "H", "H", "H", "H", "H", "H", "H", "H", "H", "H", "H", "H", "H", "H", "C", "C", "C", "C", "C", "C", "O", "B", "C", "C", "C", "C", "F", "F", "F", "C", "C", "C", "F", "F", "F", "C", "C", "C", "C", "C", "C", "C", "C", "C", "O", "H", "H", "H", "H", "H", "H", "H", "H", "H", "H", "H", "H", "H", "H", "H", "H", "H", "H", "H", "H", "H", "H", "H", "H"], "positions_angstrom": [[1.452, -4.215, 5.873], [0.761, -3.964, 4.573], [0.753, -4.999, 3.638], [0.289, -4.750, 2.362], [-0.388, -3.559, 2.050], [-1.072, -3.447, 0.674], [-1.682, -2.078, 0.310], [-2.571, -1.384, 1.134], [-3.221, -0.239, 0.663], [-3.023, 0.162, -0.661], [-3.795, 1.172, -1.248], [-3.537, 2.508, -0.978], [-3.813, 3.396, -2.027], [-3.367, 4.709, -1.922], [-2.741, 5.149, -0.750], [-2.565, 4.273, 0.325], [-2.966, 2.936, 0.224], [-2.141, -0.530, -1.497], [-1.451, -1.617, -0.992], [-0.378, -2.528, 2.990], [0.187, -2.731, 4.248], [1.361, -3.350, 6.533], [1.026, -5.091, 6.379], [2.521, -4.423, 5.715], [1.171, -5.979, 3.881], [0.421, -5.510, 1.593], [-0.278, -3.629, -0.068], [-2.777, -1.733, 2.149], [-3.871, 0.338, 1.317], [-4.314, 3.010, -2.914], [-3.518, 5.389, -2.761], [-2.403, 6.183, -0.667], [-2.108, 4.608, 1.259], [-2.822, 2.228, 1.043], [-1.992, -0.197, -2.523], [-0.753, -2.160, -1.635], [-0.818, -1.562, 2.746], [0.229, -1.911, 4.969], [-4.022, -10.842, -1.614], [-4.755, -9.628, -2.131], [-5.329, -9.971, -3.515], [-5.812, -8.948, -1.145], [-7.266, -9.340, -1.313], [-5.426, -9.116, 0.325], [-5.727, -7.543, -1.465], [-4.629, -7.485, -2.302], [-4.451, -6.363, -3.328], [-3.331, -6.372, -4.172], [-3.333, -5.570, -5.297], [-2.186, -5.653, -6.266], [-2.581, -6.156, -7.481], [-1.637, -4.422, -6.507], [-1.181, -6.462, -5.813], [-4.393, -4.711, -5.581], [-5.440, -4.640, -4.675], [-6.615, -3.737, -4.933], [-6.769, -2.821, -3.921], [-6.507, -3.038, -6.098], [-7.789, -4.447, -5.004], [-5.460, -5.416, -3.524], [-2.110, -4.528, 0.545], [-2.963, -4.492, -0.758], [-1.562, -5.958, 0.522], [-1.831, -6.863, 1.551], [-1.060, -8.032, 1.646], [-0.100, -8.317, 0.665], [-0.007, -7.510, -0.477], [-0.766, -6.341, -0.565], [-3.779, -8.584, -2.315], [-4.713, -11.689, -1.545], [-3.225, -11.116, -2.316], [-3.573, -10.670, -0.632], [-5.914, -10.894, -3.467], [-5.964, -9.172, -3.925], [-4.499, -10.132, -4.219], [-7.394, -10.416, -1.175], [-7.869, -8.830, -0.553], [-7.653, -9.057, -2.296], [-5.547, -10.166, 0.626], [-4.389, -8.800, 0.517], [-6.095, -8.505, 0.948], [-2.509, -7.056, -3.989], [-4.393, -4.096, -6.471], [-6.293, -5.342, -2.831], [-2.798, -4.415, 1.394], [-3.594, -5.396, -0.812], [-3.625, -3.624, -0.812], [-2.321, -4.506, -1.655], [-2.591, -6.633, 2.303], [-1.211, -8.731, 2.471], [0.575, -9.166, 0.776], [0.629, -7.788, -1.320], [-0.726, -5.725, -1.465]], "atomic_forces_ev_per_a": [[0.111, 0.001, 0.490], [-0.179, -0.005, 0.034], [0.244, 0.440, -0.371], [-0.397, -0.121, -0.183], [0.268, 0.325, -0.265], [1.173, 1.108, 0.241], [0.243, -0.722, -0.041], [-0.065, 0.123, -0.203], [0.188, -0.090, -0.284], [-0.238, 0.101, -0.127], [0.039, -0.094, 0.356], [0.413, -0.191, -0.043], [0.361, -0.204, 0.386], [-0.213, -0.027, 0.263], [0.018, -0.067, 0.140], [-0.196, -0.110, -0.150], [-0.041, 0.159, -0.392], [-0.109, 0.461, 0.235], [-0.084, -0.155, 0.197], [-0.241, -0.207, 0.034], [0.467, -0.286, -0.026], [0.068, -0.122, 0.055], [0.080, 0.196, -0.027], [-0.288, 0.111, 0.054], [0.043, 0.354, -0.046], [-0.051, 0.193, 0.314], [-0.220, -0.011, 0.030], [0.014, 0.101, -0.412], [-0.060, -0.240, -0.215], [0.224, 0.131, 0.163], [0.039, -0.126, 0.282], [-0.082, -0.291, -0.040], [-0.123, 0.004, -0.355], [0.089, 0.388, -0.339], [-0.124, -0.035, 0.261], [-0.229, 0.172, 0.200], [0.230, -0.305, 0.151], [-0.040, -0.241, -0.182], [-0.088, -0.384, 0.403], [-0.225, -0.516, 0.094], [-0.117, 0.092, -0.054], [0.090, -0.526, 0.725], [-0.155, -0.229, -0.239], [0.161, -0.036, 0.136], [0.911, -0.434, -1.057], [0.468, 0.467, 0.626], [0.307, 0.927, 0.103], [-0.652, -0.074, -0.192], [0.400, 0.088, -0.205], [0.689, -0.030, -0.573], [0.353, 0.478, 0.974], [-0.382, -0.987, 0.094], [-0.780, 0.719, -0.434], [0.007, -0.118, 0.319], [-0.185, 0.443, -0.191], [-0.694, 0.602, -0.024], [0.029, -0.772, -0.895], [-0.080, -0.505, 0.894], [0.974, 0.649, 0.104], [0.272, -0.543, -0.350], [-1.844, -1.676, -1.014], [-0.171, 0.307, -0.020], [-0.186, 0.418, 0.163], [0.561, -0.322, -0.127], [-0.088, 0.050, -0.442], [-0.115, 0.195, 0.009], [-0.346, 0.092, -0.009], [0.258, -0.514, 0.478], [-1.159, 0.741, -0.050], [0.120, 0.043, 0.085], [-0.181, 0.125, 0.098], [-0.027, 0.005, -0.184], [-0.034, 0.164, -0.025], [0.140, -0.135, 0.129], [-0.188, 0.058, 0.283], [-0.019, 0.017, -0.040], [0.155, -0.066, -0.168], [0.087, -0.088, 0.120], [0.084, 0.257, -0.009], [-0.289, -0.111, -0.105], [0.201, -0.138, -0.234], [-0.189, 0.026, -0.011], [-0.003, -0.068, -0.015], [0.084, -0.117, -0.110], [0.064, -0.162, -0.058], [0.243, 0.387, 0.153], [0.149, 0.006, -0.042], [-0.296, 0.176, 0.316], [0.407, 0.054, -0.131], [0.069, 0.260, -0.176], [-0.319, 0.076, -0.051], [-0.055, 0.015, 0.370], [0.249, -0.102, 0.373]], "e_tot_ha": -2474.96130, "gap_ev": 8.656, "max_force_ev_per_a": 2.690, "charge": 0}